Entry 1:
Entry from the OMol25 dataset: a 9-piece molecular cluster, C26H62O13S9 overall (ωB97M-V/def2-TZVPD).

The geometry in XYZ format:
```
110
Properties=species:S:1:pos:R:3
C -3.19 -1.17 4.90
S -2.12 -2.31 3.87
O -2.55 -1.99 2.44
C -0.62 -1.37 4.30
H -3.09 -0.13 4.61
H -2.79 -1.28 5.94
H -4.26 -1.57 4.81
H -0.69 -0.32 3.80
H 0.25 -1.86 3.77
H -0.53 -1.44 5.37
C -1.77 5.28 -0.89
S -3.13 4.05 -0.95
O -4.15 4.50 0.01
C -3.69 4.46 -2.55
H -2.03 6.17 -1.47
H -0.81 4.85 -1.25
H -1.64 5.39 0.16
H -4.45 3.69 -2.79
H -2.99 4.49 -3.38
H -4.08 5.46 -2.46
C 0.97 -5.33 0.19
S -0.40 -4.53 1.12
O 0.22 -3.67 2.11
C -1.09 -3.56 -0.16
H 1.71 -4.59 -0.16
H 0.45 -5.71 -0.64
H 1.29 -6.04 0.90
H -0.38 -2.94 -0.75
H -1.79 -2.88 0.37
H -1.52 -4.24 -0.88
C 4.71 3.99 -0.62
S 3.59 2.64 -0.35
O 4.29 1.78 0.72
C 2.33 3.65 0.48
H 5.50 3.52 -1.17
H 4.98 4.41 0.37
H 4.24 4.72 -1.27
H 1.34 3.08 0.46
H 2.14 4.65 0.12
H 2.64 3.71 1.50
C -0.63 0.87 0.85
S 0.10 -0.08 -0.54
O 0.71 0.98 -1.41
C 1.50 -0.65 0.47
H -0.89 0.14 1.61
H -1.47 1.51 0.60
H 0.16 1.54 1.14
H 2.18 -1.36 -0.10
H 1.06 -1.15 1.32
H 2.12 0.18 0.70
C 4.46 -1.13 -3.46
C 3.57 -0.17 -4.38
C 2.12 -0.29 -3.90
S 1.99 -2.07 -3.67
O 1.56 -2.71 -4.92
O 1.13 -2.32 -2.48
C 3.72 -2.48 -3.30
H 4.57 -0.63 -2.49
H 5.46 -1.28 -3.82
H 3.67 -0.59 -5.44
H 3.89 0.88 -4.34
H 1.42 0.06 -4.60
H 1.90 0.18 -2.94
H 4.13 -3.21 -3.97
H 3.73 -2.77 -2.21
C 4.32 -1.53 3.18
C 4.57 -3.00 3.49
C 4.03 -3.70 2.30
S 4.80 -2.76 0.88
O 3.84 -2.75 -0.14
O 6.13 -3.14 0.52
C 4.96 -1.16 1.85
H 4.79 -0.88 3.93
H 3.19 -1.27 3.27
H 4.06 -3.32 4.40
H 5.62 -3.18 3.65
H 2.97 -3.52 2.09
H 4.30 -4.76 2.18
H 4.41 -0.39 1.22
H 5.94 -0.83 1.96
C -5.60 2.81 2.38
C -5.39 1.27 2.19
C -3.84 1.20 1.95
S -3.07 2.47 3.00
O -2.01 3.16 2.26
O -2.68 1.92 4.30
C -4.56 3.53 3.20
H -6.63 3.05 2.78
H -5.65 3.25 1.35
H -6.01 1.04 1.30
H -5.82 0.69 3.01
H -3.56 1.54 0.96
H -3.33 0.29 2.26
H -4.31 4.44 2.73
H -4.83 3.63 4.25
C -1.38 -0.85 -3.76
C -2.53 -1.85 -3.82
C -3.86 -1.33 -3.18
S -3.44 0.39 -2.79
O -2.97 0.42 -1.44
O -4.50 1.30 -3.18
C -2.01 0.55 -3.87
H -0.65 -1.08 -4.51
H -0.83 -0.87 -2.82
H -2.24 -2.85 -3.41
H -2.79 -2.08 -4.85
H -4.12 -1.76 -2.18
H -4.67 -1.33 -3.91
H -1.33 1.32 -3.50
H -2.38 0.90 -4.80
```

Properties
HOMO, eV: -8.522
Calculated total energy, eV: -152095.9700
Kohn-Sham gap, Ha: 0.3219
M, g mol⁻¹: 871.372
Energy above the lowest of the compared OMol25 structures with the same formula, charge and spin, kcal per mole: 0.00

Entry 2:
Entry from the OMol25 dataset: C26H63ClNO16Pt as an isolated structure (ωB97M-V/def2-TZVPD).

The geometry in XYZ format:
```
108
Properties=species:S:1:pos:R:3
Pt -0.93 1.55 -1.64
Cl 0.79 2.53 0.90
O 0.76 1.33 0.00
O -0.11 2.32 1.96
O 2.11 2.67 1.35
O 0.33 3.72 0.22
C 6.37 1.15 -0.88
C 5.83 2.17 -1.76
N 5.44 2.89 -2.56
H 7.48 1.12 -0.93
H 5.97 0.25 -1.23
H 6.06 1.30 0.14
C -1.77 -2.33 8.54
O -1.36 -1.52 7.45
C -1.45 -0.12 7.58
C -1.74 0.31 6.19
O -0.81 -0.16 5.21
C 0.23 0.77 4.94
H -1.05 -2.26 9.40
H -1.76 -3.36 8.18
H -2.81 -2.10 8.91
H -0.53 0.25 7.96
H -2.31 0.26 8.21
H -1.64 1.45 6.21
H -2.63 -0.15 5.91
H 0.62 0.45 3.97
H 0.97 0.78 5.65
H -0.26 1.74 4.80
C 0.47 -1.38 -1.62
O 0.00 -0.32 -2.49
C 1.12 0.03 -3.45
C 1.74 1.23 -2.94
O 0.74 2.28 -2.86
C 1.36 3.49 -2.42
H 1.22 -1.01 -0.92
H 0.69 -2.28 -2.19
H -0.46 -1.61 -1.02
H 0.68 0.24 -4.44
H 1.85 -0.78 -3.43
H 2.54 1.58 -3.61
H 2.19 1.09 -1.95
H 0.52 4.18 -2.25
H 1.84 3.93 -3.36
H 2.08 3.36 -1.63
C -1.88 -5.47 4.09
O -1.07 -4.97 3.07
C -1.19 -3.62 2.62
C 0.12 -3.33 1.86
O 0.01 -3.90 0.55
C 0.52 -5.23 0.43
H -2.95 -5.60 3.78
H -1.97 -4.75 4.94
H -1.54 -6.50 4.48
H -1.19 -3.07 3.54
H -2.02 -3.54 1.91
H 0.95 -3.74 2.42
H 0.41 -2.25 1.78
H -0.08 -5.93 0.96
H 1.63 -5.36 0.73
H 0.52 -5.47 -0.61
C -3.47 -0.40 -1.79
O -2.57 0.31 -0.89
C -2.59 -0.11 0.41
C -3.84 0.08 1.22
O -3.75 1.45 1.68
C -3.92 1.57 3.13
H -4.48 -0.11 -1.60
H -3.33 -1.47 -1.52
H -3.10 -0.14 -2.80
H -1.83 0.41 0.99
H -2.33 -1.21 0.51
H -3.92 -0.57 2.06
H -4.70 -0.01 0.57
H -4.08 2.57 3.39
H -3.11 1.20 3.73
H -4.85 1.07 3.52
C 4.40 -2.18 -2.25
O 4.18 -0.88 -2.85
C 5.07 -0.45 -3.86
C 4.63 -0.72 -5.29
O 3.37 -0.06 -5.50
C 3.00 -0.09 -6.91
H 4.18 -3.03 -2.94
H 3.73 -2.17 -1.36
H 5.42 -2.22 -2.02
H 6.01 -0.90 -3.74
H 5.11 0.66 -3.83
H 4.53 -1.76 -5.54
H 5.36 -0.25 -5.97
H 2.04 0.34 -6.93
H 3.04 -1.14 -7.30
H 3.72 0.40 -7.55
C -2.66 3.90 0.22
O -2.24 3.38 -1.04
C -3.24 3.81 -1.95
C -2.83 3.54 -3.36
O -2.56 2.11 -3.46
C -1.99 1.66 -4.73
H -3.65 3.58 0.37
H -2.64 5.03 0.06
H -2.00 3.56 1.03
H -3.30 4.86 -1.87
H -4.24 3.42 -1.72
H -1.92 4.13 -3.65
H -3.63 3.82 -4.07
H -2.08 0.56 -4.78
H -0.99 2.05 -4.88
H -2.55 2.08 -5.61
```

Properties
Net charge: +1
HOMO (alpha / beta), eV: -10.982 / -10.982
Spin multiplicity: 3
Calculated total energy, eV: -77978.2170
Kohn-Sham gap (alpha / beta), Ha: 0.3335 / 0.2740
M, g mol⁻¹: 876.312

Entry 3:
Entry from the OMol25 dataset: a 3-piece molecular cluster, C26H65N8O8P3 overall (ωB97M-V/def2-TZVPD).

The geometry in XYZ format:
```
110
Properties=species:S:1:pos:R:3
C -3.58 0.26 9.09
O -3.43 0.42 7.70
C -2.09 0.22 7.27
C -2.05 0.36 5.74
C -1.55 -0.89 5.00
C -0.62 -0.67 3.80
C -0.49 -2.12 3.18
C 0.76 -2.96 3.48
O 1.78 -2.71 2.87
N 0.78 -4.07 4.37
C -0.18 -4.01 5.47
C 0.67 -5.32 3.62
O -1.17 0.05 2.72
C -1.42 1.42 2.78
O -0.51 2.20 2.70
C -2.87 1.82 2.69
C -3.38 3.01 3.54
C -2.35 3.83 4.32
C -4.51 2.58 4.52
P 1.00 -0.02 4.48
N 0.83 1.35 5.20
O 2.06 0.22 3.29
O 1.63 -1.04 5.59
H -2.84 -0.44 9.49
H -3.49 1.20 9.64
H -4.57 -0.14 9.29
H -1.74 -0.76 7.61
H -1.50 1.03 7.70
H -1.55 1.29 5.48
H -3.10 0.49 5.47
H -0.98 -1.49 5.72
H -2.41 -1.50 4.75
H -1.36 -2.71 3.48
H -0.56 -2.07 2.10
H -0.27 -5.00 5.90
H -1.20 -3.71 5.19
H 0.17 -3.34 6.25
H -0.14 -5.34 2.88
H 1.60 -5.48 3.06
H 0.56 -6.17 4.28
H -3.48 0.93 2.89
H -3.05 2.03 1.64
H -3.88 3.71 2.87
H -1.99 3.37 5.23
H -1.54 4.16 3.68
H -2.85 4.75 4.62
H -4.70 1.51 4.49
H -5.45 3.06 4.25
H -4.27 2.90 5.53
H 1.11 1.29 6.18
H 2.87 -0.27 3.47
H 1.14 -0.88 6.41
O 2.13 -0.82 -2.71
P 3.50 -0.91 -2.09
N 3.24 -0.14 -0.58
C 3.10 1.29 -0.38
C 2.40 -0.92 0.33
N 4.37 -0.02 -3.32
C 4.84 1.34 -3.15
C 3.85 -0.19 -4.67
N 4.98 -1.57 -1.51
C 5.80 -1.09 -0.42
C 5.58 -2.64 -2.30
H 3.23 1.52 0.68
H 2.12 1.68 -0.70
H 3.88 1.86 -0.88
H 2.99 -1.73 0.78
H 1.55 -1.36 -0.20
H 2.00 -0.33 1.15
H 4.01 2.06 -3.04
H 5.42 1.64 -4.03
H 5.52 1.44 -2.30
H 2.98 0.46 -4.87
H 3.53 -1.22 -4.84
H 4.63 0.04 -5.40
H 5.90 0.00 -0.42
H 6.81 -1.50 -0.51
H 5.41 -1.40 0.56
H 6.34 -2.24 -2.99
H 4.82 -3.14 -2.90
H 6.04 -3.40 -1.67
O -3.89 0.20 -7.30
P -2.57 0.61 -6.69
N -2.44 2.23 -7.26
C -2.08 2.60 -8.62
C -3.41 3.14 -6.66
N -1.58 -0.61 -7.42
C -0.67 -0.37 -8.52
C -2.25 -1.90 -7.63
N -1.36 0.91 -5.52
C -0.33 1.93 -5.54
C -1.22 -0.07 -4.44
H -1.79 3.66 -8.63
H -2.89 2.45 -9.34
H -1.20 2.07 -8.97
H -3.09 3.42 -5.65
H -4.40 2.69 -6.59
H -3.50 4.06 -7.24
H -1.19 -0.07 -9.44
H -0.10 -1.27 -8.74
H 0.08 0.39 -8.26
H -2.86 -1.91 -8.54
H -2.90 -2.13 -6.79
H -1.51 -2.70 -7.69
H 0.12 2.04 -6.52
H 0.46 1.66 -4.85
H -0.71 2.91 -5.23
H -0.43 -0.79 -4.67
H -2.15 -0.62 -4.29
H -0.98 0.41 -3.49
```

Properties
HOMO, eV: -7.787
SMILES: COCCC[C@@](CC(=O)N(C)C)(OC(=O)CC(C)C)P(=N)(O)O.CN(C)P(=O)(N(C)C)N(C)C.CN(C)P(=O)(N(C)C)N(C)C
Calculated total energy, eV: -84179.2534
Kohn-Sham gap, Ha: 0.2963
M, g mol⁻¹: 710.776